(P)
19
Properties=species:S:1:pos:R:3:lowdin_charge:R:1 method="wB97M-V/def2-TZVPD" e_lumo_ev=-4.36 homo_ev=-8.46
O 0.56997 2.18275 0.43762 0.2280
C 0.37254 1.03650 0.54625 -0.2080
C -0.69249 0.40364 1.51644 -0.3505
C -1.69136 0.07654 0.32578 0.0022
O -0.16574 -0.06198 -2.14405 -0.2791
N -0.04733 -0.59792 2.21317 0.1702
H 0.74425 0.20051 -0.14215 0.1212
H -1.15286 1.23403 2.08684 0.1503
H -1.63603 0.83940 -0.48904 0.0961
H -2.72110 -0.10452 0.63838 0.0952
H -1.22261 -0.78092 -0.21786 0.0680
H -0.64709 -0.82850 3.00941 0.0993
H -0.38875 0.23319 -3.04152 -0.0205
H 1.46225 -2.37931 0.03633 0.0605
H 0.48690 -1.64826 1.06915 -0.0109
O 0.62453 -1.90960 0.11438 -0.0729
H 1.28094 0.33240 -1.93196 -0.0503
H 2.63765 1.08454 -2.39173 0.0305
O 2.18633 0.68751 -1.63544 -0.1293

---

(Q)
19
Properties=species:S:1:pos:R:3:lowdin_charge:R:1 method="wB97M-V/def2-TZVPD" e_lumo_ev=-0.02 homo_ev=-8.06
C 1.30002 1.22950 -0.01630 -0.2886
C -0.46001 0.56044 1.54206 -0.0670
N 0.05784 0.48744 0.17562 -0.3535
O -0.88066 1.00962 -0.72756 -0.2030
O 1.13770 2.61714 0.12644 -0.0449
H -1.50726 -0.03362 -1.03424 0.0311
H 0.35228 2.82782 -0.40339 0.0859
H 2.03125 0.91170 0.73353 0.1233
H 1.66111 0.97784 -1.02311 0.1192
H -0.63100 1.59565 1.84935 0.0860
H 0.24782 0.08516 2.22583 0.0823
H -1.40013 0.01375 1.57664 0.0787
C 0.10234 -1.93477 -0.96015 0.0244
O -1.77608 -1.19236 -1.21812 -0.1285
O 0.74348 -2.25193 0.15418 0.0635
H 1.24418 -1.47733 0.46503 0.1091
H -2.34246 -1.45901 -0.48513 0.0534
H -0.40785 -2.79112 -1.37481 0.1123
H 0.52741 -1.17589 -1.60587 0.1163

---

Energies relative to the most stable structure are (P) 0.1192; (Q) 0.0000, reported in hartree.

---

(P)
8
Properties=species:S:1:pos:R:3:lowdin_charge:R:1 method="wB97M-V/def2-TZVPD" e_lumo_ev="-3.20 / -2.65" homo_ev="-10.80 / -10.92"
C 1.48612 -1.44447 0.03726 -0.3058
C 2.73679 0.84161 -0.04999 -0.4843
N 2.64664 -1.76649 0.01427 0.2367
N 1.72542 1.34831 0.27278 0.2129
N 0.45364 -0.79235 0.15792 0.0423
O -0.56350 -0.66593 -0.72546 0.0636
O 3.72856 0.18535 -0.20537 0.1218
H -1.37884 -0.68511 -0.24366 0.1130

---

(Q)
8
Properties=species:S:1:pos:R:3:lowdin_charge:R:1 method="wB97M-V/def2-TZVPD" e_lumo_ev="-1.42 / -2.08" homo_ev="-10.34 / -8.33"
C 1.25171 -1.19229 0.17135 -0.2348
C -0.77110 0.04303 0.21719 -0.1327
N 2.00639 -2.04622 0.00901 0.1993
N -1.75723 -0.25841 -0.38989 0.2515
N 0.53788 -0.09038 0.16362 -0.0222
O 0.23760 2.22077 0.04041 -0.0921
O 1.20135 1.28511 0.09214 -0.0610
H -2.70660 0.03839 -0.30383 0.0921

---

Energies relative to the most stable structure are (P) 0.0000; (Q) 0.0946, reported in hartree.

---

(P)
8
Properties=species:S:1:pos:R:3:lowdin_charge:R:1 method="wB97M-V/def2-TZVPD" e_lumo_ev="-2.11 / -2.12" homo_ev="-10.13 / -10.13"
C 0.30205 0.03424 -0.19522 0.0847
C 1.37454 0.92854 0.10107 -0.4697
N 2.11892 1.12837 -1.18871 0.1069
N 1.67429 0.55995 -2.12802 0.1459
N 0.38841 -0.25143 -1.65063 -0.1909
O -0.27528 -0.90695 -2.38118 0.0931
O 1.74675 1.51577 1.05108 0.1499
H -0.44170 -0.13343 0.47021 0.0803

---

(Q)
8
Properties=species:S:1:pos:R:3:lowdin_charge:R:1 method="wB97M-V/def2-TZVPD" e_lumo_ev=-2.03 homo_ev=-10.96
C -0.87543 -0.24017 0.33195 -0.3965
C 0.34907 -0.86084 0.14643 -0.1185
H 0.60925 -1.96708 0.76869 0.2301
N 1.28881 -0.25156 -0.50837 0.0569
N 1.18027 1.15984 -1.14796 0.0631
N 0.16074 1.82941 -0.68799 0.1473
O -1.99763 -0.88183 0.44149 0.0707
O -0.71508 1.21223 0.65577 -0.0530

---

(R)
8
Properties=species:S:1:pos:R:3:lowdin_charge:R:1 method="wB97M-V/def2-TZVPD" e_lumo_ev="-1.77 / -3.37" homo_ev="-9.75 / -9.53"
C -1.12843 -0.17394 -0.06767 -0.0208
C 0.13635 -0.73825 0.29543 -0.3565
N -0.97511 1.07241 -0.44201 -0.0354
N 0.12810 1.59214 -0.43008 0.1643
N 1.10459 0.35482 -0.00669 -0.1422
O 2.29761 0.37704 0.05264 0.1032
O 0.50294 -1.79793 0.72799 0.1687
H -2.06605 -0.68629 -0.12961 0.1188

---

Energies relative to the most stable structure are (P) 0.0000; (Q) 0.0707; (R) 0.0295, reported in hartree.

---

(P)
44
Properties=species:S:1:pos:R:3:lowdin_charge:R:1 method="wB97M-V/def2-TZVPD" e_lumo_ev=0.41 homo_ev=-8.70
C -2.44512 0.34401 -1.94008 -0.0939
C -1.34880 1.07226 -1.17571 -0.2436
C -0.28870 1.67319 -2.11254 -0.1412
C 0.53065 0.58173 -2.72482 -0.2682
C 0.30418 0.10190 -3.97663 0.0544
C 1.05726 -1.00786 -4.49548 -0.4593
O 0.96894 -1.52710 -5.58600 0.0589
N 1.98577 -1.50481 -3.55974 0.1432
C 2.15084 -0.95754 -2.33921 -0.6208
S 3.35443 -1.70830 -1.31571 1.0115
C 3.03263 -0.80158 0.21583 -0.3690
C 1.58671 -1.01476 0.67571 -0.5570
O 0.85139 -1.83687 0.18845 0.0490
N 1.27225 -0.18890 1.70267 0.1346
C -0.01333 -0.04041 2.28279 -0.1590
C -0.55828 1.24725 2.33605 -0.2224
C 0.21498 2.42319 1.81446 -0.0384
C -1.81906 1.41789 2.88401 -0.0526
C -2.52686 0.33422 3.37267 -0.0776
C -1.96243 -0.92566 3.34429 -0.0435
C -0.69449 -1.13624 2.81482 -0.1962
C -0.08305 -2.49976 2.85333 -0.0363
N 1.49288 0.06511 -1.90795 0.1150
H -2.95574 1.02178 -2.62145 0.0751
H -2.02889 -0.47777 -2.51757 0.0690
H -3.17606 -0.06282 -1.24562 0.0721
H -1.79236 1.87452 -0.58266 0.1063
H -0.86422 0.37367 -0.49197 0.0936
H 0.37121 2.32684 -1.53933 0.1047
H -0.77591 2.25839 -2.89305 0.1164
H -0.45317 0.52525 -4.61539 0.1232
H 2.52737 -2.31547 -3.83681 0.1514
H 3.73025 -1.19821 0.95420 0.0875
H 3.23589 0.25325 0.03360 0.0815
H 1.92450 0.55093 1.91958 0.1389
H -0.42072 3.30338 1.77088 0.0821
H 0.60076 2.22378 0.81624 0.0631
H 1.05733 2.65118 2.47093 0.0866
H -2.25120 2.40706 2.92185 0.1086
H -3.51332 0.47644 3.78745 0.1022
H -2.50549 -1.76666 3.74932 0.1095
H -0.10286 -2.94885 1.86086 0.0753
H 0.95849 -2.44556 3.16816 0.0865
H -0.62866 -3.14208 3.53958 0.0786

---

(Q)
44
Properties=species:S:1:pos:R:3:lowdin_charge:R:1 method="wB97M-V/def2-TZVPD" e_lumo_ev=0.53 homo_ev=-7.90
C -4.03542 -3.28957 4.27724 -0.1488
S -3.61536 -1.57279 4.09958 0.6010
O -4.46103 -0.74471 4.92407 -0.3291
O -3.72731 -1.16812 2.71306 -0.3258
C -1.91836 -1.47863 4.74210 -0.2232
C -1.29413 -0.09521 4.54379 -0.1404
N -0.61875 -0.14001 3.24265 -0.1603
C -1.08955 0.46522 2.06852 -0.0020
C -0.17922 0.20234 1.12281 -0.1849
C -0.14937 0.52920 -0.30382 -0.1676
C -1.29881 0.94557 -1.00650 -0.0163
C -1.18512 1.31440 -2.37632 -0.0093
C 0.05317 1.23062 -3.04904 -0.1687
C 1.16237 0.77624 -2.36114 -0.1252
C 1.08258 0.47568 -0.99452 0.0422
C 2.30654 0.78748 -3.27815 -0.3122
C 1.87935 1.27926 -4.67348 -0.0992
C 0.36212 1.49423 -4.51066 -0.1179
C 3.38474 -0.30323 -3.19036 -0.0398
C 3.69116 1.08528 -2.68485 -0.2820
N 4.64224 1.76379 -3.53189 0.0404
C 0.79857 -0.64762 1.75302 -0.0936
N 0.55969 -0.80105 3.03023 0.0871
H -3.86083 -3.57630 5.32260 0.0736
H -3.35031 -3.86664 3.63597 0.0784
H -5.05533 -3.50081 4.01396 0.0675
H -1.25462 -2.22733 4.27331 0.1105
H -2.00704 -1.72697 5.80505 0.1048
H -0.52608 0.08115 5.28201 0.1191
H -2.02172 0.72698 4.62001 0.1359
H -2.02216 0.99835 1.95204 0.1328
H -2.30027 1.00581 -0.55518 0.1125
H -2.05892 1.68085 -2.91784 0.1075
H 1.98153 0.23060 -0.48180 0.0928
H 2.39712 2.19780 -4.96872 0.1020
H 2.07707 0.48162 -5.43991 0.1270
H -0.18027 0.81059 -5.19092 0.1218
H 0.13731 2.51903 -4.78629 0.1083
H 3.14966 -1.09440 -2.48186 0.1028
H 3.86404 -0.65735 -4.10910 0.1065
H 3.79674 1.15590 -1.60093 0.1320
H 4.96800 1.11012 -4.24568 0.0742
H 4.25575 2.59981 -3.94581 0.0621
H 1.66024 -1.05719 1.26278 0.1034

---

Energies relative to the most stable structure are (P) 0.0000; (Q) 0.1404, reported in hartree.

---

(P)
76
Properties=species:S:1:pos:R:3:lowdin_charge:R:1 method="wB97M-V/def2-TZVPD" e_lumo_ev=0.34 homo_ev=-9.05
C 3.85177 1.28027 5.36733 -0.1215
O 2.97903 1.43599 6.46975 -0.2051
C 1.80131 0.56069 6.44028 -0.1549
C 1.11882 0.77219 7.83239 -0.4252
C 1.95676 0.21264 9.00493 -0.0770
N -0.08476 -0.00926 7.87647 0.0108
H 3.46279 1.72974 4.45367 0.0846
H 4.05106 0.23653 5.12449 0.0776
H 4.82937 1.61718 5.71210 0.0879
H 1.10481 0.83165 5.64684 0.1186
H 2.10101 -0.47395 6.27364 0.1177
H 0.97333 1.84287 7.97583 0.1364
H 1.45897 0.17143 9.97374 0.0716
H 2.89891 0.75980 9.03754 0.0682
H 2.25358 -0.82216 8.83412 0.0742
H 0.17751 -0.94608 7.60503 0.0692
H -0.45441 -0.03550 8.81603 0.0673
C -3.78295 2.84990 3.09467 -0.0841
O -4.59342 1.78916 2.56704 -0.2204
C -4.00250 0.47309 2.77607 -0.1958
C -4.91753 -0.47526 2.11155 -0.4521
C -4.45608 -1.93231 1.88692 -0.0547
N -5.33526 -0.02120 0.77235 0.0323
H -2.86690 2.77590 2.50860 0.0749
H -3.51758 2.66157 4.13496 0.0861
H -4.25732 3.80758 2.88037 0.0890
H -3.05394 0.41013 2.24282 0.1311
H -3.99391 0.09665 3.79897 0.1337
H -5.86013 -0.39570 2.65310 0.1350
H -3.84468 -2.08945 0.99833 0.0759
H -5.30913 -2.60781 1.82290 0.0732
H -3.99988 -2.38692 2.76630 0.0687
H -5.26117 0.97940 0.88818 0.0491
H -4.63045 -0.24265 0.08365 0.0583
C -4.72720 7.57577 -4.67049 -0.1101
O -4.64226 6.25913 -4.13627 -0.1802
C -3.35601 5.97107 -3.61023 -0.2128
C -2.25858 5.52398 -4.59549 -0.4461
C -2.68272 4.21648 -5.23002 -0.0641
N -1.00785 5.33992 -3.86173 0.0289
H -4.39115 8.30642 -3.93475 0.0795
H -5.72432 7.78300 -5.05897 0.0904
H -4.03275 7.83184 -5.47066 0.0757
H -3.08232 6.82275 -2.98746 0.1153
H -3.59458 5.13671 -2.95067 0.1317
H -2.11578 6.32385 -5.32208 0.1288
H -2.03769 4.15682 -6.10664 0.0755
H -3.74620 4.17579 -5.46553 0.0776
H -2.64018 3.30066 -4.64047 0.0799
H -0.87482 6.10139 -3.21167 0.0641
H -0.32376 5.43063 -4.59922 0.0697
C 4.11696 -5.37086 -3.00049 -0.1276
O 5.12416 -6.29217 -2.72803 -0.1733
C 4.86286 -7.55078 -3.32190 -0.1895
C 5.09508 -7.60779 -4.84949 -0.4604
C 4.98647 -9.00163 -5.47171 -0.0871
N 6.41956 -7.22170 -5.20490 0.0321
H 3.83407 -5.25738 -4.04700 0.0834
H 4.42175 -4.51078 -2.40428 0.0982
H 3.16841 -5.69750 -2.57427 0.0824
H 5.55764 -8.28184 -2.90846 0.1282
H 3.86316 -7.91861 -3.09084 0.1239
H 4.31160 -7.05797 -5.37097 0.1190
H 5.75485 -9.64123 -5.03742 0.0756
H 5.07050 -9.22645 -6.53496 0.0739
H 4.05549 -9.53337 -5.27520 0.0699
H 6.70090 -6.31396 -4.86292 0.0732
H 6.52730 -7.08167 -6.19933 0.0780
N 1.06965 0.77506 -2.45861 0.1604
C 0.87084 0.62656 -1.19536 -0.8629
N 0.61298 1.71260 -0.56459 0.1777
O 0.90295 -0.45014 -0.69358 0.0533
H 0.77023 1.59142 -2.97243 0.1075
H 1.43488 0.01173 -3.00999 0.1233
H 0.51767 2.47259 -1.22294 0.1093
H 0.39146 1.71350 0.42082 0.1271

---

(Q)
76
Properties=species:S:1:pos:R:3:lowdin_charge:R:1 method="wB97M-V/def2-TZVPD" e_lumo_ev=0.55 homo_ev=-8.35
C 8.32316 27.59503 4.12596 -0.0881
O 9.16453 28.75158 4.05267 -0.2012
C 8.94485 29.47979 2.82444 -0.1771
C 10.01299 30.59339 2.65106 -0.3373
C 11.38725 29.94402 2.16574 -0.0187
N 10.27545 31.26226 3.89378 0.0113
H 8.59295 27.01847 5.01077 0.0860
H 8.49091 27.06291 3.18957 0.0838
H 7.28659 27.92580 4.19070 0.0835
H 8.99138 28.89098 1.90834 0.1171
H 7.97404 29.97536 2.81847 0.1186
H 9.68583 31.45034 2.06223 0.1160
H 11.24826 29.62423 1.13301 0.0816
H 11.65964 29.20681 2.92100 0.0876
H 12.12115 30.73255 1.99930 0.0330
H 10.86531 30.66214 4.45238 0.0613
H 9.37966 31.44006 4.32511 0.0899
C 13.77660 30.87848 3.70938 -0.0606
O 12.85673 30.17209 4.64495 -0.2191
C 12.65362 30.82147 5.97209 -0.1267
C 11.68884 29.85313 6.74040 -0.4198
C 11.07151 30.43451 8.01007 -0.0955
N 12.36352 28.58754 7.08234 0.0535
H 13.54417 30.61121 2.67854 0.0727
H 14.77876 30.48906 3.88866 0.0905
H 13.94526 31.91163 4.01315 0.0704
H 13.55839 30.95949 6.56408 0.1268
H 12.22941 31.79419 5.72319 0.0710
H 10.81237 29.65478 6.12350 0.1102
H 10.67414 31.42879 7.80612 -0.0120
H 11.89811 30.50659 8.71691 0.0880
H 10.36523 29.67993 8.35632 0.0960
H 11.70182 27.83480 7.20733 0.0693
H 12.77625 28.38817 6.18234 0.0605
C 9.58558 32.22676 6.77718 -0.1127
O 9.18826 32.70700 5.51432 -0.2008
C 9.50702 34.06009 5.07307 -0.1593
C 8.50776 34.55068 4.01719 -0.3778
C 8.83646 33.82762 2.69004 -0.0293
N 8.54244 35.97466 3.74304 0.0295
H 8.95796 32.71226 7.52452 0.1184
H 10.63166 32.42056 7.01437 0.0577
H 9.42812 31.15202 6.86795 0.0926
H 9.54859 34.63510 5.99813 0.1302
H 10.48108 34.01052 4.58638 0.0317
H 7.45101 34.50951 4.28120 0.1360
H 8.94255 32.74397 2.74049 0.0345
H 9.80128 34.11308 2.27084 0.0968
H 7.89696 33.82492 2.13739 0.0901
H 8.68556 36.63100 4.49726 0.0708
H 9.27345 36.23072 3.09485 0.0663
C 13.65748 38.40670 4.64001 -0.1170
O 12.98175 37.30826 5.17904 -0.1748
C 13.76205 36.16398 5.44766 -0.1844
C 12.92496 35.15463 6.28905 -0.3564
C 13.70591 33.92706 6.67940 -0.0425
N 11.79848 34.67101 5.49608 -0.0137
H 13.87966 38.13917 3.60698 0.0868
H 14.54079 38.82446 5.12309 0.0890
H 12.90862 39.19054 4.52652 0.0880
H 13.93975 35.59948 4.53232 0.0746
H 14.64980 36.46105 6.00600 0.1377
H 12.63115 35.68250 7.19632 0.1434
H 14.23940 33.52686 5.81723 0.0822
H 12.99686 33.21766 7.10614 0.0695
H 14.38358 34.00976 7.52912 0.0940
H 11.06311 35.33951 5.67620 0.0870
H 11.53166 33.77222 5.87168 0.0554
N 11.86940 32.97921 3.75636 0.1751
C 12.88701 33.15843 3.09374 -0.8829
N 13.73164 34.06708 3.51751 0.1741
O 13.13055 32.45258 2.19109 0.0187
H 11.40643 32.09633 3.59425 0.0203
H 11.35450 33.73428 4.18629 0.0235
H 13.69168 34.40159 4.46967 0.0190
H 14.46695 34.39274 2.90649 0.1362

---

Energies relative to the most stable structure are (P) 0.0000; (Q) 0.2811, reported in hartree.